{
  "formula": "C3H4N2O",
  "method": "the ωB97M-V functional and the def2-TZVPD basis",
  "symbols": ["H", "H", "H", "O", "C", "C", "C", "H", "N", "N"],
  "xyz": [[3.06, -0.48, -0.19], [-0.51, -1.75, -0.48], [-3.03, 0.77, 0.72], [-2.32, 0.14, 0.53], [-1.17, 0.79, 0.59], [2.05, -0.27, -0.49], [-0.13, 1.37, 0.68], [0.80, 1.89, 0.70], [1.13, -0.96, -0.80], [0.12, -1.50, -1.25]],
  "mulliken_charge": [0.269, 0.251, 0.344, -0.508, 0.115, -0.211, -0.398, 0.440, 0.521, -0.825],
  "e_homo_ev": -8.86,
  "total_charge": 0,
  "gap_ev": 9.38,
  "e_above_lowest_kj_mol": 598.1
}

{
  "formula": "C33H53N2O2P2PdS",
  "method": "the ωB97M-V functional and the def2-TZVPD basis",
  "symbols": ["H", "C", "H", "H", "C", "C", "H", "C", "C", "H", "H", "C", "H", "N", "H", "H", "C", "C", "H", "C", "H", "P", "H", "C", "H", "C", "H", "C", "C", "H", "H", "C", "H", "H", "H", "H", "H", "H", "H", "H", "H", "H", "H", "H", "C", "C", "C", "C", "C", "P", "O", "H", "H", "C", "H", "C", "H", "C", "H", "H", "H", "H", "S", "H", "H", "H", "H", "N", "C", "H", "H", "H", "H", "H", "C", "H", "H", "C", "C", "H", "O", "C", "H", "C", "C", "Pd", "H", "H", "C", "C", "C", "H", "C", "H"],
  "xyz": [[3.37, 2.61, 2.59], [3.99, -0.01, 2.71], [1.23, -2.09, -3.59], [1.26, 1.32, 4.41], [1.16, -4.84, -1.00], [2.27, 0.89, 4.34], [4.12, -0.93, 3.29], [-1.05, 3.15, 2.41], [2.09, -2.13, 1.49], [2.71, -2.26, 3.68], [-1.84, 2.42, -2.37], [1.75, -2.45, 4.18], [1.62, 2.47, 2.27], [1.93, 0.47, -0.68], [-3.26, -1.44, -3.81], [6.84, -2.62, -0.84], [7.12, -0.66, -1.72], [1.54, -1.04, -3.64], [2.80, 1.90, 1.09], [-2.35, 3.97, 0.08], [-4.52, 0.64, -1.85], [1.28, -0.66, 2.09], [-3.43, 2.36, -3.17], [-3.53, 0.27, -1.56], [2.34, 0.00, 4.97], [4.42, -0.15, -0.95], [-0.84, -1.31, -5.14], [5.02, -1.40, -0.63], [-2.43, 1.90, -3.14], [-1.12, -2.53, -3.38], [8.18, -0.89, -2.03], [-0.09, -2.85, -1.43], [2.73, -4.66, 0.40], [-4.34, -0.04, -3.97], [7.10, 1.36, -2.58], [-2.11, 3.22, 2.68], [-1.03, 0.46, -5.43], [0.17, -0.31, 5.05], [4.73, 0.71, 3.12], [4.19, -0.20, 1.64], [0.29, -3.57, 2.17], [0.06, 2.16, -3.81], [2.98, 1.64, 4.73], [2.14, -0.91, -4.55], [0.32, -0.05, -3.75], [6.52, 0.58, -2.04], [-2.61, 0.40, -2.80], [0.53, -1.80, 3.46], [1.49, -2.81, 0.36], [-0.93, -0.31, -2.37], [0.31, 3.83, 0.22], [-1.08, -2.44, 2.11], [-0.79, -3.50, 3.55], [-0.39, -1.01, 4.40], [2.17, -0.83, -2.78], [-1.55, 0.12, 1.16], [-1.14, -0.45, 3.82], [-0.32, -2.88, 2.77], [-2.37, 4.92, 0.65], [4.40, -2.15, -0.10], [-0.61, 2.26, 2.90], [3.07, -2.42, 1.90], [-0.89, 3.03, 0.62], [-2.85, -0.11, -4.94], [1.86, -2.11, 5.21], [4.80, 1.79, -1.98], [-0.91, -1.76, 5.03], [0.51, -2.20, -0.42], [2.59, 1.96, 2.16], [-3.26, 3.39, 0.27], [0.48, -0.37, -5.86], [-1.96, 2.05, -4.12], [-3.16, 0.85, -0.71], [1.62, -3.54, 4.16], [1.85, -4.16, 0.00], [1.36, 1.60, -2.74], [-2.17, -2.35, -1.98], [3.07, 0.24, -0.74], [-3.28, -0.35, -3.96], [-2.23, 4.14, -1.00], [-2.46, 0.23, 1.87], [0.11, -4.21, -1.67], [-0.52, 4.06, 2.70], [6.36, -1.64, -1.03], [0.85, 1.40, -3.69], [-0.12, -0.06, -0.17], [1.58, 1.52, -4.50], [-0.55, -4.74, -2.37], [-0.34, -0.33, -5.13], [5.18, 0.81, -1.67], [-1.13, -2.13, -2.34], [-3.63, -0.78, -1.26], [2.60, 0.60, 2.87], [1.38, -5.88, -1.23]],
  "lowdin_spin": [0.001, 0.008, 0.000, 0.000, -0.005, 0.002, 0.000, 0.000, 0.493, 0.003, 0.001, 0.018, 0.000, 0.036, 0.000, 0.000, 0.000, 0.000, 0.000, 0.000, 0.000, 0.160, 0.000, 0.000, 0.000, 0.002, 0.000, 0.003, 0.001, 0.002, 0.000, -0.003, 0.005, 0.001, 0.000, 0.000, 0.000, 0.000, 0.002, 0.003, 0.003, 0.000, 0.001, 0.000, 0.020, 0.000, 0.008, 0.060, 0.016, 0.077, 0.000, 0.000, 0.000, 0.010, 0.000, 0.040, 0.000, 0.006, 0.000, 0.003, 0.000, 0.016, -0.002, 0.000, 0.001, 0.000, 0.003, 0.110, 0.002, 0.000, 0.002, 0.000, 0.000, 0.003, 0.114, 0.000, -0.001, 0.009, 0.004, 0.000, 0.001, 0.126, 0.000, 0.000, 0.002, 0.587, 0.000, 0.006, 0.008, 0.000, 0.006, 0.000, 0.029, -0.003],
  "spin_multiplicity": 3,
  "e_homo_ev": [-9.20, -9.87],
  "total_charge": 1,
  "gap_ev": [6.70, 5.84]
}

{
  "formula": "C4H8N2O",
  "method": "the ωB97M-V functional and the def2-TZVPD basis",
  "symbols": ["C", "H", "N", "H", "C", "H", "H", "C", "H", "H", "C", "O", "H", "N", "H"],
  "xyz": [[0.70, -0.29, -0.22], [2.32, -1.38, 1.07], [-0.47, 1.41, 0.15], [-0.42, 2.24, -0.42], [-1.85, -0.67, -0.18], [0.93, 0.85, 1.71], [-2.79, -0.16, -0.41], [-0.67, 0.17, -0.66], [-1.84, -1.65, -0.66], [1.72, 1.56, 0.27], [0.87, 0.96, 0.62], [2.62, -1.30, 0.15], [-1.78, -0.81, 0.90], [1.40, -1.27, -0.57], [-0.73, 0.33, -1.74]],
  "mulliken_charge": [0.342, 0.346, -0.534, 0.279, -1.302, 0.308, 0.346, 0.256, 0.329, 0.264, -0.388, -0.355, 0.291, -0.543, 0.360],
  "e_homo_ev": -9.48,
  "total_charge": 0,
  "smiles": "C[C@H]1NC/C1=N\\O",
  "gap_ev": 10.30,
  "e_above_lowest_kj_mol": 377.0
}

{
  "formula": "C21H58INO17S6Sb",
  "method": "the ωB97M-V functional and the def2-TZVPD basis",
  "symbols": ["H", "H", "C", "C", "H", "H", "S", "H", "H", "C", "H", "H", "C", "H", "H", "H", "O", "H", "H", "H", "C", "C", "C", "H", "H", "C", "N", "C", "H", "O", "H", "O", "C", "C", "C", "H", "S", "S", "H", "S", "H", "S", "H", "C", "H", "C", "C", "H", "C", "H", "H", "H", "H", "O", "H", "H", "O", "H", "H", "I", "H", "H", "H", "S", "H", "C", "H", "O", "O", "O", "O", "H", "H", "O", "H", "O", "C", "H", "H", "Sb", "O", "O", "H", "H", "O", "H", "H", "H", "H", "H", "H", "H", "O", "H", "H", "H", "H", "O", "O", "C", "C", "H", "H", "C", "H"],
  "xyz": [[1.26, -5.53, -0.21], [2.31, 6.29, -1.57], [1.56, 5.99, -0.82], [-0.17, -4.30, 4.19], [2.03, 10.98, 1.50], [-1.01, 4.13, 0.28], [1.87, 0.15, -2.02], [-1.60, -6.77, 7.30], [-4.47, 7.64, -1.68], [2.46, -5.66, -8.02], [3.00, -0.46, 1.91], [-3.26, 6.78, -2.70], [2.97, -5.40, -6.62], [-5.69, -0.21, -1.91], [-0.20, -3.22, 4.06], [-1.34, -8.15, 6.24], [-2.70, -4.39, 4.87], [0.18, -1.10, 6.98], [2.22, -6.72, -8.16], [2.51, -0.51, 6.47], [1.29, -5.41, -1.38], [0.85, -3.90, -1.89], [2.78, 0.59, 2.11], [2.91, 5.59, 0.79], [-3.46, 5.31, 1.72], [2.59, 10.05, 1.40], [-3.63, 0.23, -2.72], [-1.87, 4.06, 0.96], [-2.42, -2.40, -2.18], [0.36, -0.06, 2.86], [0.81, -4.61, 4.56], [1.46, 1.28, -3.05], [-4.22, 6.71, -2.19], [0.50, -1.02, 5.94], [-4.58, -0.65, -1.95], [-0.34, -0.63, 5.35], [1.45, 8.79, 0.89], [-4.14, 5.40, -0.99], [1.55, -5.08, -8.23], [-1.40, -4.74, 5.40], [3.37, 10.15, 0.65], [2.35, -2.86, -6.31], [-3.51, -0.07, -3.71], [-2.32, 0.45, -2.01], [1.83, -3.26, -1.93], [-2.56, 5.40, 1.11], [2.07, 6.25, 0.58], [-2.51, 1.04, -1.00], [-1.81, -7.17, 6.31], [1.32, 4.93, -0.96], [3.81, -6.06, -6.41], [-3.73, -8.05, 6.78], [3.66, 1.11, 2.48], [3.44, -4.06, -6.48], [1.05, -0.64, 0.20], [0.35, -4.00, -2.96], [-3.74, 4.18, -1.67], [0.27, -3.14, 0.29], [1.50, 0.89, 6.11], [-1.82, -4.77, -0.56], [0.12, 0.90, -0.42], [-0.36, -1.44, -3.04], [2.21, -1.04, -2.73], [1.50, 0.70, 3.33], [2.42, 1.07, 1.19], [1.72, -0.13, 5.81], [3.91, -1.88, -4.83], [1.84, -2.51, -7.62], [-0.95, -4.29, 6.70], [1.47, -3.17, -5.21], [-1.22, -6.35, 5.30], [-2.55, 3.31, 0.53], [2.38, -5.68, -1.75], [3.18, 0.68, -1.33], [1.30, 6.03, 1.33], [0.94, 9.14, -0.42], [-3.31, -7.32, 6.08], [-1.68, 1.18, -2.70], [3.21, -5.36, -8.77], [-1.18, -1.38, -1.50], [2.25, -0.16, 4.49], [0.57, 8.48, 1.99], [3.01, 9.77, 2.37], [-3.82, -6.37, 6.23], [1.38, 2.07, 3.76], [2.20, -5.62, -5.87], [-1.53, 3.69, 1.93], [-5.00, 6.45, -2.91], [0.58, -6.22, -1.91], [4.27, -1.50, -6.55], [-4.69, -1.69, -2.53], [-4.24, -0.92, -0.86], [-2.86, 5.97, -0.16], [-3.51, -7.64, 5.06], [-1.89, 6.09, 1.62], [0.71, -2.03, 5.55], [2.93, -0.67, -5.70], [-5.31, 5.47, -0.15], [2.54, 7.59, 0.72], [0.51, -0.16, -0.74], [-0.19, -3.27, -0.79], [-0.41, -4.80, 3.25], [0.65, 6.57, -1.03], [3.49, -1.60, -5.80], [-1.97, -1.33, 0.09]],
  "mulliken_charge": [0.220, 0.323, -1.010, -0.805, 0.369, 0.098, 1.119, 0.308, 0.328, -1.021, 0.326, 0.300, -0.261, 0.244, 0.139, 0.263, -0.609, 0.425, 0.393, 0.302, -1.021, 0.450, -0.953, 0.247, 0.342, -0.975, -0.357, -0.792, -0.158, -0.515, 0.394, -0.647, -0.949, -0.730, -0.644, 0.332, 1.258, 1.135, 0.297, 1.218, 0.313, 1.102, 0.280, -0.636, -0.057, -0.542, -0.277, 0.116, -0.321, 0.360, 0.284, 0.385, 0.416, -0.296, -0.054, 0.129, -0.539, 0.325, 0.312, -0.095, 0.029, -0.112, -0.023, 1.306, 0.262, -0.484, 0.289, -0.616, -0.654, -0.492, -0.260, 0.350, 0.284, -0.710, 0.312, -0.600, -0.990, 0.256, 0.258, 1.261, -0.281, -0.637, 0.311, 0.296, -0.708, 0.269, 0.420, 0.360, 0.298, 0.356, 0.234, 0.165, -0.182, 0.261, 0.280, 0.002, 0.402, -0.651, -0.256, -0.440, -1.273, 0.365, 0.264, -0.983, -0.126],
  "e_homo_ev": -4.01,
  "total_charge": -1,
  "gap_ev": 5.78
}

{
  "formula": "C4H15N3S",
  "method": "the ωB97M-V functional and the def2-TZVPD basis",
  "symbols": ["S", "H", "H", "H", "H", "H", "H", "C", "N", "N", "H", "H", "H", "H", "C", "H", "H", "H", "N", "H", "C", "H", "C"],
  "xyz": [[2.22, -1.56, -2.32], [1.70, 1.41, 1.67], [0.37, 0.53, -1.70], [-0.25, 0.51, 3.67], [-1.79, -0.05, 2.10], [-2.02, 0.45, -1.26], [-1.71, 2.03, 1.13], [-0.23, -0.43, -1.66], [-0.06, 0.96, 2.80], [-1.09, 1.37, 0.62], [2.56, -1.85, -3.59], [1.84, -0.16, 2.56], [-0.27, -0.58, 1.34], [-0.29, -0.81, -0.66], [-0.76, 0.34, 1.69], [-0.29, 1.91, 0.27], [0.24, -1.25, -3.63], [1.88, 1.42, 3.41], [-1.65, -0.11, -2.07], [-0.03, -2.50, -2.38], [1.39, 0.87, 2.59], [-2.17, -0.99, -2.05], [0.41, -1.50, -2.55]],
  "mulliken_charge": [-0.264, 0.267, 0.295, 0.258, 0.287, 0.346, 0.290, -0.058, -0.360, -0.527, 0.118, 0.281, 0.340, 0.013, -0.536, 0.176, 0.377, 0.326, -0.728, 0.340, -0.860, 0.248, -0.629],
  "e_homo_ev": -8.95,
  "total_charge": 0,
  "smiles": "CNCN.NCCS",
  "gap_ev": 9.81,
  "e_above_lowest_kj_mol": 77.3
}

{
  "formula": "C9H14N3O2",
  "method": "the ωB97M-V functional and the def2-TZVPD basis",
  "symbols": ["N", "C", "C", "O", "C", "H", "C", "H", "H", "H", "H", "H", "C", "C", "H", "O", "N", "H", "C", "H", "N", "H", "H", "H", "C", "C", "H", "H"],
  "xyz": [[3.24, -2.04, 0.88], [-3.36, -1.09, -1.04], [2.37, -1.39, 0.09], [2.19, -1.50, -1.09], [-0.26, 2.55, 1.57], [0.39, 3.20, 2.09], [1.05, 0.69, 0.50], [-3.33, -1.57, 1.11], [3.33, -1.64, 1.90], [-0.53, -0.11, -2.55], [1.71, -0.53, 1.85], [-1.18, -0.72, 1.55], [1.44, 1.38, -0.77], [-2.90, -1.16, 0.27], [2.08, 2.25, -0.64], [0.30, 1.16, 1.46], [-0.76, -0.36, -0.49], [-2.88, -0.65, -3.07], [-1.60, -0.77, 0.53], [-0.41, 2.90, 0.41], [1.70, -0.35, 0.86], [2.00, 0.66, -1.34], [3.94, -2.61, 0.48], [0.68, 1.66, -1.40], [-2.47, -0.72, -2.04], [-1.18, -0.39, -1.73], [-4.34, -1.31, -1.37], [-1.22, 2.45, 2.00]],
  "mulliken_charge": [-0.376, -0.169, 0.470, -0.497, -0.679, 0.300, 1.057, 0.452, 0.222, 0.412, 0.397, 0.397, -1.728, -0.897, 0.334, -0.376, -0.043, 0.342, -0.142, 0.306, -0.074, 0.533, 0.271, 0.510, -0.787, 0.043, 0.431, 0.292],
  "e_homo_ev": -13.06,
  "total_charge": 1,
  "gap_ev": 10.00,
  "e_above_lowest_kj_mol": 0.0
}